(1)
Computed, not measured: a 5-piece molecular cluster, BrH8O4 overall at a distorted geometry, with ωB97M-V/def2-TZVPD.

Summary:
frontier orbital gap: 8.76 eV
energy: -78365.6024 eV
ΔE to the lowest compared entry with this formula, charge and spin: 8.64 kcal per mole
HOMO level: -5.073 eV
LUMO: 3.6876 eV

The geometry in ORCA input format:
```
! wB97M-V def2-TZVPD RIJCOSX def2/J DEFGRID3
* xyz -1 1
Br -1.42689 0.33889 0.46637
O 1.68964 -0.66007 1.02534
O 1.75122 1.91205 0.38990
O -0.12373 1.69398 -2.53150
O -2.29525 -2.82789 0.45047
H 0.77853 -0.44811 0.82237
H -0.31686 1.49973 -1.61433
H 1.64180 -1.48206 1.51346
H -0.27851 0.86786 -2.98952
H 1.41141 2.73278 0.03329
H -1.57183 -3.22986 0.93143
H 0.99653 1.50421 0.81458
H -2.25606 -1.90150 0.68814
*
```

Mulliken population analysis, charges in e, atoms 1 to 5:
1 Br -0.874
2 O -0.567
3 O -0.607
4 O -0.636
5 O -0.610

=====

(2)
Computed, not measured: a 2-piece molecular cluster, CFN3O2 overall at a distorted geometry, with ωB97M-V/def2-TZVPD.

Summary:
frontier orbital gap (spin up / spin down): 9.06 / 8.73 eV
⟨S²⟩: 2.03
energy: -12310.6063 eV
ΔE to the lowest compared entry with this formula, charge and spin: 11.62 kcal per mole
HOMO level (spin up / spin down): -8.993 / -11.910 eV
LUMO (spin up / spin down): 0.0679 / -3.1823 eV

The geometry in ORCA input format:
```
! wB97M-V def2-TZVPD RIJCOSX def2/J DEFGRID3
* xyz 0 3
F 1.81936 -0.81149 0.14362
O -1.35760 0.65772 -1.15230
O 0.70827 0.68680 -1.98514
N -1.05856 0.10289 1.91665
N -0.24129 0.50268 -1.32813
N 0.47908 -1.01805 0.36367
C -0.23772 -0.46136 1.30375
*
```

Mulliken population analysis, charges in e, atoms 1 to 5:
1 F -0.069
2 O -0.418
3 O -0.434
4 N -0.316
5 N 0.811

=====

- Which of these has the lowest ΔE to the lowest compared entry with this formula, charge and spin?
  BrH8O4

=====

- Which value of ΔE to the lowest compared entry with this formula, charge and spin does entry 1 give?
  8.64 kcal per mole

=====

- Among the records above, which one has the highest ΔE to the lowest compared entry with this formula, charge and spin?
  CFN3O2

=====

- Which value of ΔE to the lowest compared entry with this formula, charge and spin does entry 2 give?
  11.62 kcal per mole